# 1
A 2-piece molecular cluster, CH5NS overall. Source: the Open Molecules 2025 dataset; level of theory: ωB97M-V/def2-TZVPD.

Geometry as XYZ:
```
8
CH5NS ωB97M-V/def2-TZVPD
C 1.17953 0.46506 -0.19416
N -2.17427 -0.20734 1.35233
S -2.09883 -0.34372 -0.08090
H 0.16649 0.18095 -0.12506
H 1.19901 1.41672 -0.69690
H 1.69430 -0.36045 -0.75978
H 1.42467 0.46205 0.87334
H -1.39089 -1.61326 -0.36886
```

## Properties
Net charge   0
Gap between HOMO and LUMO (spin up / spin down)   8.80 / 10.22 eV
2S+1   3
Calculated total energy   -13439.1365 eV

Results of the natural (NBO) charge analysis, in e, for atoms 1 through 2: -0.854 -0.568

# 2
A 11-piece molecular cluster, C76H174N12O16 overall. Source: the Open Molecules 2025 dataset; level of theory: ωB97M-V/def2-TZVPD.

Geometry as XYZ:
```
278
C76H174N12O16 ωB97M-V/def2-TZVPD
C 3.86870 -6.16484 -13.87848
C 2.59009 -5.41962 -13.43334
C 1.39424 -6.01084 -14.20362
C 2.37461 -5.72700 -11.96007
C 3.36738 -4.99995 -11.08021
C 3.22691 -3.49878 -11.26152
C 3.36178 -3.08397 -12.74515
C 2.83613 -1.65609 -12.85519
C 4.86869 -3.07929 -13.08392
N 2.61629 -3.98268 -13.57216
O 2.42220 -3.54970 -14.90717
H 3.69454 -7.17516 -14.25298
H 4.42818 -5.62227 -14.64270
H 4.57444 -6.29587 -13.05463
H 1.62952 -7.02021 -14.53847
H 0.50488 -6.05772 -13.57368
H 1.17614 -5.48361 -15.13101
H 1.36700 -5.39802 -11.68356
H 2.45868 -6.79340 -11.73769
H 3.20431 -5.25443 -10.02611
H 4.39012 -5.34415 -11.26151
H 4.01162 -2.97666 -10.70835
H 2.26068 -3.21317 -10.83277
H 1.74801 -1.62239 -12.78806
H 3.14776 -1.23966 -13.81968
H 3.26997 -0.99525 -12.10327
H 5.37709 -2.18641 -12.71039
H 5.00433 -3.19739 -14.15899
H 5.38698 -3.90793 -12.59012
H 1.53522 -3.15728 -14.83044
C 3.66784 -11.29781 -10.03944
C 3.55495 -10.10854 -9.08394
C 4.97182 -9.60483 -8.76232
C 2.81368 -8.95937 -9.74044
C 1.31129 -9.06488 -9.82899
C 0.72016 -9.40492 -8.46423
C 1.41673 -10.60042 -7.81607
C 0.93229 -10.60511 -6.36456
C 0.97151 -11.92950 -8.40880
N 2.85154 -10.39455 -7.83613
O 3.56390 -11.26979 -6.96949
H 3.85128 -12.24768 -9.53004
H 2.74523 -11.53080 -10.58791
H 4.40043 -11.12564 -10.83262
H 5.48483 -9.50979 -9.72367
H 4.91517 -8.60806 -8.32552
H 5.53568 -10.28522 -8.12888
H 3.06343 -8.02629 -9.21914
H 3.22775 -8.76985 -10.74218
H 0.94247 -8.08926 -10.17184
H 0.93735 -9.72552 -10.61832
H -0.31774 -9.72336 -8.62773
H 0.63656 -8.50893 -7.84704
H -0.12678 -10.33541 -6.36480
H 1.39594 -9.80436 -5.78088
H 1.10402 -11.55697 -5.86849
H 1.59894 -12.74195 -8.03846
H 1.01993 -12.00655 -9.49928
H -0.07948 -12.13638 -8.18809
H 4.02134 -10.60038 -6.43087
C 7.50516 -10.34498 -12.39277
C 7.89262 -8.90908 -12.77462
C 6.68333 -7.98707 -12.85169
C 8.72343 -8.35041 -11.57741
C 10.16336 -8.82262 -11.57609
C 10.79902 -8.54184 -12.92922
C 10.08410 -9.19733 -14.11102
C 10.62067 -8.54429 -15.37796
C 10.38768 -10.70072 -14.16759
N 8.65997 -8.90148 -14.01099
O 7.91526 -9.33090 -15.12931
H 8.39293 -10.91759 -12.12398
H 6.79768 -10.37469 -11.55850
H 7.06803 -10.90052 -13.22628
H 6.23579 -7.79744 -11.87002
H 6.93718 -6.97565 -13.18820
H 5.92224 -8.40660 -13.51375
H 8.70349 -7.25784 -11.63737
H 8.13473 -8.67147 -10.71453
H 10.73502 -8.30697 -10.79556
H 10.23878 -9.87090 -11.27370
H 11.78268 -9.02853 -12.84888
H 11.01574 -7.49147 -13.12672
H 10.14551 -8.98714 -16.25624
H 11.70677 -8.63762 -15.43712
H 10.40310 -7.47373 -15.44757
H 10.25234 -11.15871 -13.18682
H 11.42814 -10.87626 -14.45179
H 9.74115 -11.20667 -14.88434
H 7.90913 -8.51891 -15.68836
C 3.82423 -11.78886 -17.70720
C 2.49193 -11.98318 -16.96299
C 1.32942 -11.97156 -17.97002
C 2.45635 -13.41059 -16.34682
C 3.17888 -13.54608 -15.01114
C 2.69043 -12.45101 -14.08382
C 2.84464 -11.03280 -14.64264
C 2.08910 -10.07085 -13.72695
C 4.35183 -10.70493 -14.66414
N 2.20634 -10.97700 -15.94302
O 2.25349 -9.66554 -16.48966
H 4.68238 -12.26324 -17.23251
H 3.70075 -12.25936 -18.68892
H 4.04209 -10.74109 -17.90147
H 1.36146 -11.06974 -18.59351
H 1.39861 -12.82768 -18.63606
H 0.40775 -11.88408 -17.39392
H 1.40839 -13.71402 -16.29418
H 2.92672 -14.00352 -17.13646
H 2.92954 -14.54094 -14.64055
H 4.25103 -13.46212 -15.20176
H 3.09158 -12.50281 -13.07255
H 1.59873 -12.58745 -14.03864
H 1.05875 -10.44776 -13.73257
H 2.01617 -9.08309 -14.17853
H 2.45073 -9.98224 -12.70433
H 4.88477 -11.46632 -15.23042
H 4.74875 -10.76636 -13.64702
H 4.59630 -9.71483 -15.05208
H 1.34577 -9.49441 -16.76191
C -0.26745 -3.53361 -9.01866
C -1.56666 -2.84076 -9.39782
C -2.10918 -3.53350 -10.67859
C -2.61502 -3.10774 -8.30644
C -3.84014 -2.21920 -8.37746
C -3.51044 -0.73766 -8.61516
C -2.42999 -0.40528 -9.65092
C -3.07606 -0.39468 -11.06219
C -1.83326 0.95630 -9.36879
N -1.38300 -1.41560 -9.56608
O -0.24379 -1.07663 -10.30996
H 0.54503 -3.15290 -9.64571
H 0.00807 -3.37444 -7.97582
H -0.24939 -4.59312 -9.28268
H -1.37768 -3.47407 -11.49182
H -2.28545 -4.58698 -10.46611
H -2.98716 -3.04054 -11.08786
H -2.96465 -4.14014 -8.41073
H -2.14289 -3.13246 -7.31749
H -4.49478 -2.57425 -9.18173
H -4.44574 -2.19911 -7.47068
H -3.04380 -0.42169 -7.67097
H -4.42864 -0.18594 -8.80803
H -3.87891 -1.12058 -11.17236
H -2.31041 -0.40657 -11.83765
H -3.59779 0.56369 -11.19762
H -1.41274 1.01701 -8.36077
H -2.57795 1.75593 -9.41902
H -1.06194 1.23213 -10.08876
H 0.38570 -0.70443 -9.67908
C 7.21316 -5.74188 -8.91675
O 6.77641 -6.65214 -7.91866
C 7.81170 -7.10860 -7.05790
C 7.13806 -7.90910 -5.97343
N 6.25893 -7.04179 -5.21252
C 5.54560 -7.61464 -4.07561
C 4.39807 -8.55661 -4.40350
O 4.76086 -9.80495 -4.97723
C 5.48573 -10.69223 -4.16896
H 6.30209 -5.32705 -9.33952
H 7.90562 -6.21953 -9.61205
H 7.73948 -4.92221 -8.40241
H 8.29672 -6.21182 -6.64648
H 8.53501 -7.73652 -7.59456
H 7.83034 -8.39761 -5.28504
H 6.55640 -8.69851 -6.47123
H 5.66140 -6.49480 -5.81617
H 5.20219 -6.78102 -3.46329
H 6.30659 -8.18503 -3.53087
H 3.73289 -8.13392 -5.16247
H 3.77850 -8.70275 -3.50441
H 5.46359 -11.65917 -4.66874
H 5.05394 -10.81864 -3.16820
H 6.52752 -10.38520 -4.02626
C 8.57938 -3.08628 -15.75289
O 8.85847 -4.41648 -16.13397
C 8.53512 -4.70771 -17.46757
C 8.41555 -6.21476 -17.64456
N 7.70594 -6.86133 -16.54188
C 6.24648 -6.82955 -16.68251
C 5.65299 -7.94216 -17.50618
O 5.78612 -7.61446 -18.88609
C 5.03156 -8.44565 -19.74396
H 8.88947 -2.39307 -16.54332
H 9.15110 -2.87885 -14.85207
H 7.50896 -2.97078 -15.56319
H 9.28294 -4.23865 -18.12036
H 7.56986 -4.25569 -17.75863
H 9.40597 -6.67441 -17.71504
H 7.85660 -6.48255 -18.53958
H 7.90677 -6.44895 -15.63728
H 5.80233 -5.86615 -16.96443
H 5.87304 -7.00480 -15.66878
H 4.57872 -8.02703 -17.27232
H 6.08972 -8.92097 -17.26463
H 5.57069 -9.38134 -19.93460
H 4.85843 -7.91448 -20.67836
H 4.05375 -8.68793 -19.30968
C 4.87773 0.56647 -24.58740
O 4.86286 -0.00209 -23.32160
C 5.05400 0.95012 -22.29434
C 5.06714 0.22106 -20.97281
N 3.73559 -0.29245 -20.63670
C 3.78242 -1.15398 -19.47299
C 3.74220 -0.42186 -18.15482
O 5.04150 0.04931 -17.82397
C 5.11795 0.62923 -16.54590
H 5.79877 1.08646 -24.87338
H 4.05070 1.28914 -24.71296
H 4.65170 -0.18394 -25.34674
H 4.20039 1.64205 -22.30446
H 5.99232 1.49931 -22.42967
H 5.53934 0.83470 -20.20374
H 5.80406 -0.60095 -21.06218
H 3.53105 -0.86776 -21.44998
H 4.57199 -1.91642 -19.49894
H 2.84656 -1.72836 -19.45846
H 3.34647 -1.08807 -17.37944
H 3.05781 0.42982 -18.28395
H 4.37503 0.20188 -15.85884
H 5.03800 1.71712 -16.58770
H 6.06196 0.34507 -16.07026
C 2.54279 -0.32296 -8.19395
O 1.35858 0.19118 -8.70787
C 1.46776 1.31000 -9.56783
C 0.58002 2.44673 -9.11257
N 0.92725 3.64867 -9.83405
C 0.09597 4.77375 -9.45442
C 0.48536 6.00129 -10.25590
O 1.68987 6.57640 -9.81072
C 1.54731 7.27830 -8.59937
H 3.30335 0.37544 -7.81326
H 3.07074 -0.96319 -8.91444
H 2.31005 -0.91574 -7.30696
H 1.18265 0.97075 -10.57104
H 2.50252 1.66400 -9.65227
H 0.76082 2.57656 -8.02656
H -0.47376 2.16228 -9.13217
H 1.89589 3.86114 -9.62184
H 0.14867 4.96457 -8.37143
H -0.95236 4.54175 -9.66518
H -0.28657 6.77526 -10.33138
H 0.66425 5.62642 -11.26584
H 2.49618 7.75463 -8.35302
H 1.27916 6.66517 -7.73453
H 0.81591 8.08325 -8.75292
C -0.68780 -1.69521 -13.84132
O -0.00982 -2.36033 -14.89199
C -0.12738 -1.67878 -16.13799
C 0.67151 -2.38720 -17.17572
N -0.00389 -3.61413 -17.60847
C 0.78592 -4.41848 -18.55021
C 1.96530 -5.05192 -17.84429
O 3.12239 -4.26632 -18.01728
C 4.21078 -4.83180 -17.34132
H -0.34503 -0.67284 -13.67573
H -0.49312 -2.33268 -12.98091
H -1.77520 -1.71892 -13.98639
H 0.23909 -0.64815 -16.03250
H -1.19710 -1.59925 -16.37591
H 1.70065 -2.61890 -16.90680
H 0.71323 -1.69261 -18.03387
H -0.85320 -3.33320 -18.09065
H 1.05369 -3.80079 -19.41790
H 0.10280 -5.17774 -18.93806
H 2.16629 -6.03339 -18.30562
H 1.67482 -5.31162 -16.81830
H 4.11769 -4.79078 -16.25128
H 5.13459 -4.33809 -17.66256
H 4.44377 -5.86905 -17.64196
N -2.18468 -4.70144 -14.48401
C -3.13692 -4.79172 -15.48836
N -2.64607 -4.57038 -16.75196
O -4.31682 -5.02595 -15.25333
H -2.53951 -4.73240 -13.54368
H -1.40079 -4.07340 -14.60527
H -3.34196 -4.62281 -17.47126
H -1.66246 -4.33551 -16.85868
```

## Properties
Net charge   0
Gap between HOMO and LUMO   7.94 eV
Calculated total energy   -132263.6047 eV
SMILES   CC1(C)CCCC(C)(C)N1O.CC1(C)CCCC(C)(C)N1O.CC1(C)CCCC(C)(C)N1O.CC1(C)CCCC(C)(C)N1O.CC1(C)CCCC(C)(C)N1O.COCCNCCOC.COCCNCCOC.COCCNCCOC.COCCNCCOC.COCCNCCOC.NC(N)=O

Results of the Löwdin charge analysis, in e, for atoms 1 through 2: -0.011 -0.468

# 3
C5H13Cl6N2O5Sn as an isolated structure. Source: the Open Molecules 2025 dataset; level of theory: ωB97M-V/def2-TZVPD.

Geometry as XYZ:
```
32
C5H13Cl6N2O5Sn ωB97M-V/def2-TZVPD
Sn -0.89994 -0.45356 -2.86537
O -0.33876 -0.07450 -0.99512
H -0.38892 0.23279 -0.06906
C 1.26334 1.70668 -1.16892
N -0.00408 2.12859 -1.81531
O -0.19296 1.86234 -2.99506
O -0.79578 2.75435 -1.19446
H 1.89242 1.14078 -1.85602
H 1.09454 1.09564 -0.28221
H 1.91403 2.53012 -0.87457
C 1.09820 -0.07565 1.36760
N 0.27907 -0.80305 2.29858
O -0.18423 -1.82000 1.94023
O 0.24366 -0.35750 3.46134
H 1.49285 0.82753 1.83302
H 0.60203 0.11809 0.41660
H 1.99683 -0.67244 1.21136
C -1.56453 -1.48075 0.15547
Cl -3.16552 -1.30899 0.98537
Cl -1.15031 -3.25347 0.19843
H -1.62928 -1.18640 -0.89203
H -0.77159 -0.92735 0.65856
C 1.10604 -1.73126 -0.55797
Cl 1.09537 -2.76965 -1.94858
Cl 1.91937 -2.62567 0.68243
H 1.67748 -0.81280 -0.69209
H 0.06979 -1.56972 -0.26101
C -1.29894 1.48680 0.50731
Cl -1.62164 3.17234 0.94082
Cl -1.55330 0.39749 1.84609
H -1.93830 1.13854 -0.30389
H -0.24697 1.33066 0.26843
```

## Properties
Net charge   +1
Gap between HOMO and LUMO   6.68 eV
Calculated total energy   -99551.4610 eV

Results of the natural (NBO) charge analysis, in e, for atoms 1 through 2: 1.662 -1.457